Here is a molecular structure, C6H13O3 in a non-equilibrium geometry from OMol25. Energies are from ωB97M-V/def2-TZVPD.

Geometry (Å):
O  2.25287  0.70859  -1.00398
C  1.38000  0.65320  -0.11042
C  1.51736  -0.33554  1.02029
O  2.45864  0.07332  1.95924
C  2.69882  -0.88068  2.96401
H  -0.36357  0.72123  -0.96351
H  1.77770  -1.31681  0.57428
H  0.51290  -0.45945  1.47471
H  3.45726  -0.46558  3.63814
H  1.77991  -1.09352  3.53743
H  3.07474  -1.82616  2.53719
H  1.06768  1.65339  0.27486
C  -2.62322  -1.20031  -1.01664
O  -2.58058  0.20598  -0.95180
C  -1.53196  0.79227  -1.65193
C  -1.85872  2.11043  -2.12585
H  -3.36550  -1.54365  -0.28755
H  -2.91418  -1.54230  -2.02442
H  -1.63746  -1.63238  -0.77654
H  -1.19309  0.14419  -2.48299
H  -2.53472  2.74983  -1.55704
H  -1.37486  2.48392  -3.02749

Forces on the atoms, in the same order (eV/Å):
O -2.573 -0.919 1.032
C 5.061 2.702 0.230
C -1.692 -2.240 -0.599
O 0.245 0.824 -0.363
C -0.087 -0.315 0.233
H -2.996 0.364 -1.278
H 0.108 0.247 0.209
H 0.269 0.000 0.143
H -0.231 -0.073 -0.222
H 0.217 0.036 -0.112
H -0.092 0.226 0.074
H -1.017 -0.355 -0.563
C 0.219 -0.230 -0.060
O -0.068 0.260 0.407
C 2.608 -1.448 0.522
C 0.136 0.764 0.035
H 0.210 0.094 -0.193
H 0.068 0.096 0.236
H -0.226 0.018 0.035
H -0.254 0.176 0.085
H 0.210 -0.229 -0.241
H -0.116 0.000 0.391

For the LUMO energy (spin up / spin down), the calculation gives 0.004 / -0.023 Eh. As for the electronic energy: -12569.9066 eV. As for the HOMO energy (spin up / spin down): -8.31 / -9.66 eV. The total charge is 0. The calculation puts the orbital gap (spin up / spin down) at 8.41 / 9.02 eV. Its spin multiplicity is 2. The maximum force is 5.742 eV Å⁻¹. For the relative energy (zero: lowest compared OMol25 entry of this formula, charge and spin), the calculation gives 3.845 eV.

natural (NBO) atomic charge list, values in e, 8 entries: atom 1 (O): -0.49, atom 2 (C): 0.34, atom 3 (C): -0.15, atom 4 (O): -0.52, atom 5 (C): -0.24, atom 6 (H): 0.13, atom 7 (H): 0.17, atom 8 (H): 0.16

=====

Here is a molecular structure, C14H19FeN5O5S in a non-equilibrium geometry from OMol25. Energies are from ωB97M-V/def2-TZVPD.

Geometry (Å):
Fe  0.38107  -0.49711  -0.09859
O  -0.37725  -0.50337  2.21962
C  -1.04430  -1.67881  2.68523
C  -2.40588  -1.81039  1.99742
N  -2.38577  -2.45676  0.70400
C  -3.15983  -1.91166  -0.33784
C  -2.53424  -0.62719  -1.10554
O  -3.01166  -0.40230  -2.19005
O  -1.65017  -0.01568  -0.46625
C  -1.72035  -3.68286  0.55507
C  -0.14445  -3.65517  0.09163
O  0.42653  -4.70227  0.23122
O  0.23767  -2.55649  -0.35742
H  0.41540  -0.38315  2.76052
H  -1.20162  -1.58372  3.76469
H  -0.42868  -2.56686  2.49837
H  -2.80727  -0.80278  1.87765
H  -3.06376  -2.38211  2.66752
H  -4.11759  -1.53374  0.03463
H  -3.33500  -2.64900  -1.12212
H  -2.17062  -4.29135  -0.22883
H  -1.71088  -4.24430  1.48826
C  2.21563  3.80356  -0.35439
C  1.64158  2.43256  -0.54655
N  1.92712  1.42591  0.20071
N  2.83880  1.51203  1.19276
C  3.31605  0.38879  1.79174
N  4.35302  0.53997  2.62843
S  2.62652  -1.11224  1.55607
C  0.72216  2.16378  -1.66001
C  0.04078  3.18556  -2.31834
C  -0.75321  2.87815  -3.41206
C  -0.82109  1.56339  -3.84021
C  -0.13975  0.59791  -3.10792
N  0.59078  0.87997  -2.04064
H  3.28749  3.76083  -0.16456
H  1.72396  4.28392  0.49157
H  2.07902  4.42529  -1.23069
H  3.31639  2.39648  1.37217
H  4.87524  1.39542  2.71623
H  4.73345  -0.29038  3.05162
H  0.09894  4.20594  -1.97613
H  -1.29197  3.66383  -3.92139
H  -1.40684  1.27981  -4.69850
H  -0.16544  -0.44340  -3.39911

Forces on the atoms, in the same order (eV/Å):
Fe -0.071 0.030 0.143
O -0.133 -0.038 -0.466
C -0.077 -0.174 0.026
C 0.384 0.529 0.540
N -0.013 -0.272 0.014
C -0.212 0.264 -0.938
C -0.448 -0.851 -0.226
O -0.154 -0.037 -0.066
O 1.724 0.546 0.994
C 0.095 -0.586 -0.022
C -0.177 -0.326 0.507
O -0.195 -0.092 0.014
O 0.393 1.781 -0.437
H 0.062 -0.064 -0.159
H -0.083 -0.093 -0.153
H -0.025 0.092 0.112
H -0.096 -0.131 -0.018
H 0.029 -0.005 -0.193
H 0.095 -0.060 0.091
H -0.019 0.030 0.210
H -0.122 0.122 0.026
H -0.002 0.083 0.024
C -0.023 -0.136 0.014
C 0.601 -0.180 0.796
N -0.920 -0.279 -0.613
N 0.678 0.872 0.355
C -0.179 -0.287 0.128
N -0.147 0.167 -0.193
S -0.280 -0.287 -0.381
C -0.698 0.063 -0.735
C 0.256 -0.239 0.282
C 0.021 -0.341 -0.103
C 0.086 0.210 0.173
C -0.051 -0.010 -0.241
N 0.090 -0.182 0.638
H 0.073 -0.003 0.046
H 0.037 0.114 0.087
H -0.019 0.017 -0.047
H -0.257 -0.290 -0.177
H -0.010 0.059 -0.020
H -0.037 0.015 -0.001
H 0.087 0.083 0.043
H -0.054 -0.015 -0.043
H -0.050 -0.059 -0.063
H -0.159 -0.038 0.030

For the LUMO energy (spin up / spin down), the calculation gives -0.126 / -0.197 Eh. As for the electronic energy: -77731.1289 eV. As for the HOMO energy (spin up / spin down): -11.80 / -11.77 eV. The total charge is +1. The calculation puts the orbital gap (spin up / spin down) at 8.36 / 6.41 eV. Its spin multiplicity is 6. The maximum force is 2.063 eV Å⁻¹. For the relative energy (zero: lowest compared OMol25 entry of this formula, charge and spin), the calculation gives 1.641 eV.

natural (NBO) atomic charge list, values in e, 8 entries: atom 1 (Fe): 1.61, atom 2 (O): -0.76, atom 3 (C): -0.08, atom 4 (C): -0.27, atom 5 (N): -0.11, atom 6 (C): -0.37, atom 7 (C): 0.82, atom 8 (O): -0.60

=====

Here is C7H12N2 in the gas phase in a non-equilibrium geometry from OMol25. Energies are from ωB97M-V/def2-TZVPD.

Geometry (Å):
C  -1.10091  -1.44116  0.16124
C  0.27002  -1.65022  0.30969
C  -0.87853  0.88310  0.29764
C  -0.89910  2.09251  0.77229
C  2.58276  0.42780  -0.76243
C  -2.92955  0.01268  -0.42289
C  2.35399  -0.50737  0.40685
N  -1.54969  -0.23230  0.10053
N  0.96276  -0.58160  0.48670
H  -1.76683  -2.19041  -0.23818
H  0.60938  -2.69999  0.31743
H  -1.39860  2.38980  1.66883
H  -0.12155  2.75766  0.33628
H  2.52696  -0.04399  -1.76014
H  1.91635  1.17851  -0.44338
H  3.50963  0.88396  -0.78508
H  -3.70180  -0.53401  0.03704
H  -3.17754  0.99340  -0.53200
H  -2.83969  -0.30490  -1.42206
H  2.83045  -1.45466  0.25572
H  2.80149  0.02119  1.21593

Forces on the atoms, in the same order (eV/Å):
C 0.146 -3.851 -0.127
C -0.204 -0.017 0.465
C -0.205 -1.523 -0.411
C 1.673 0.720 -0.633
C 0.105 -1.218 -0.621
C 1.796 -2.065 -0.817
C 0.858 0.005 -1.369
N -1.720 4.949 0.452
N -1.382 -0.238 1.138
H 0.042 -0.203 0.216
H 0.381 0.471 -0.424
H -0.273 0.127 0.522
H -0.919 -0.041 0.387
H -0.990 0.364 0.481
H -1.186 1.270 -1.078
H 2.369 0.769 0.352
H -0.531 -0.790 1.045
H -0.252 2.890 0.538
H -0.311 -0.803 -1.460
H 0.457 -0.879 0.108
H 0.148 0.063 1.237

For the LUMO energy (spin up / spin down), the calculation gives 0.033 / 0.033 Eh. As for the electronic energy: -10428.7225 eV. As for the HOMO energy (spin up / spin down): -6.79 / -6.79 eV. The total charge is 0. The calculation puts the orbital gap (spin up / spin down) at 7.68 / 7.68 eV. The maximum force is 5.259 eV Å⁻¹. For the relative energy (zero: lowest compared OMol25 entry of this formula, charge and spin), the calculation gives 4.755 eV.

natural (NBO) atomic charge list, values in e, 8 entries: atom 1 (C): -0.20, atom 2 (C): 0.03, atom 3 (C): 0.31, atom 4 (C): -0.57, atom 5 (C): -0.60, atom 6 (C): -0.39, atom 7 (C): -0.23, atom 8 (N): -0.30

=====

Here is 10 unconnected molecules or ions with the total composition C25H55N5O25S5 in a non-equilibrium geometry from OMol25. Energies are from ωB97M-V/def2-TZVPD.

Geometry (Å):
O  -3.37818  0.09139  -2.32578
S  -3.28226  -0.91171  -3.38771
O  -2.29068  -0.83060  -4.47837
O  -3.07614  -2.38448  -2.63445
C  -3.72695  -3.32174  -3.35145
C  -5.03778  -2.64036  -3.77585
O  -4.78821  -1.31956  -3.93438
H  -3.09376  -3.54482  -4.21018
H  -3.99384  -4.24139  -2.83075
H  -5.80039  -2.82094  -3.01827
H  -5.38127  -3.05005  -4.72572
O  -0.97799  -1.74954  0.94257
S  -0.22450  -0.48570  0.61055
O  1.11813  -0.28161  1.21239
O  -0.15584  -0.21702  -1.05738
C  0.25299  1.09488  -1.26019
C  -0.73332  1.84682  -0.34325
O  -1.06088  0.92884  0.75254
H  1.32424  1.16017  -1.06974
H  0.10991  1.27847  -2.32505
H  -1.71846  1.96163  -0.79536
H  -0.31794  2.75968  0.08363
O  -0.97254  6.30915  -2.16391
S  0.16381  5.44046  -1.91537
O  0.39692  4.90590  -0.55424
O  0.25782  4.17640  -2.96050
C  1.62122  3.79041  -3.01856
C  2.41959  5.10524  -3.12262
O  1.59188  6.04327  -2.44738
H  1.87340  3.30961  -2.07339
H  1.69654  3.12364  -3.87753
H  2.59073  5.43509  -4.14731
H  3.39369  5.01181  -2.64250
O  -7.34784  0.93540  0.74064
S  -6.84387  -0.37472  1.03087
O  -7.61014  -1.27322  1.87543
O  -6.28975  -1.13988  -0.36722
C  -5.18560  -1.92843  -0.03899
C  -4.35797  -1.07888  0.96091
O  -5.28867  -0.24398  1.62094
H  -5.52687  -2.88156  0.36495
H  -4.61649  -2.13926  -0.94442
H  -3.50304  -0.59639  0.48722
H  -3.91612  -1.80962  1.63833
O  4.42065  -4.78005  1.87643
S  4.16503  -3.86434  2.97661
O  3.58304  -4.32870  4.25679
O  5.46906  -2.92263  3.31035
C  5.17167  -1.53491  3.39343
C  3.68821  -1.38722  3.24223
O  3.30680  -2.55615  2.51561
H  5.46159  -1.27813  4.41230
H  5.65585  -0.90374  2.64825
H  3.35913  -0.48360  2.72913
H  3.13213  -1.51913  4.17039
C  -6.34599  5.35062  2.93909
N  -5.68478  4.62502  1.90846
C  -4.92236  3.52561  1.93330
C  -4.27368  3.00485  0.66049
O  -4.64494  2.90310  2.93092
H  -6.26344  4.95501  3.95140
H  -7.39093  5.28764  2.63538
H  -6.11737  6.41592  2.97029
H  -5.81332  4.93530  0.95593
H  -3.25592  3.33190  0.44764
H  -4.86483  3.32247  -0.19845
H  -4.30821  1.91996  0.56081
C  5.46908  4.65616  -0.17833
N  4.63629  4.21776  0.88032
C  3.66977  3.34223  0.65260
C  2.68954  3.11135  1.80746
O  3.51562  2.75261  -0.35998
H  6.05817  5.51872  0.13322
H  4.82914  4.88425  -1.03071
H  6.11702  3.87359  -0.57311
H  4.49890  4.74293  1.73205
H  3.06111  3.56222  2.72764
H  2.52803  2.03942  1.92137
H  1.73488  3.51567  1.47092
C  3.52497  -0.29526  -1.94649
N  4.29174  0.91619  -2.26008
C  4.86776  1.28332  -3.41340
C  5.82218  2.43649  -3.39582
O  4.71440  0.72220  -4.50237
H  4.10164  -1.21564  -2.03832
H  2.58914  -0.26076  -2.50429
H  3.09972  -0.07512  -0.96731
H  4.22513  1.65424  -1.57382
H  6.68936  2.38502  -2.73747
H  5.37738  3.41481  -3.21370
H  6.19114  2.52776  -4.41741
C  -1.15140  -4.01301  3.21434
N  -0.10491  -4.73792  3.90181
C  -0.20683  -6.02206  4.38929
C  -1.39911  -6.87457  4.16374
O  0.74395  -6.41049  5.03663
H  -1.11297  -4.03445  2.12523
H  -1.14043  -2.95886  3.49136
H  -2.17693  -4.27460  3.47507
H  0.69732  -4.18204  4.16165
H  -1.27271  -7.76139  4.78475
H  -1.48022  -7.21048  3.12996
H  -2.32086  -6.45194  4.56358
C  2.10443  -4.37300  0.12425
N  1.11232  -3.78251  -0.77098
C  1.43797  -3.29735  -1.99934
C  0.28464  -2.64400  -2.82096
O  2.57588  -3.33711  -2.37417
H  1.59373  -4.72260  1.02149
H  2.96901  -3.71605  0.21930
H  2.58360  -5.25423  -0.30231
H  0.20990  -3.63565  -0.34183
H  0.11930  -3.08189  -3.80535
H  0.46183  -1.58873  -3.02860
H  -0.67056  -2.80686  -2.32179

Forces on the atoms, in the same order (eV/Å):
O 0.224 -1.814 -2.437
S 1.182 -0.182 0.530
O -2.711 0.123 2.480
O 1.152 3.138 1.690
C -1.381 -1.584 -2.374
C -0.599 -3.103 -0.277
O 2.087 3.490 0.127
H -0.220 -0.460 -0.309
H 0.515 0.212 0.459
H -0.123 0.292 0.092
H -0.088 -0.061 0.023
O 1.927 4.450 -1.396
S 0.736 -0.080 -0.249
O -3.126 -0.679 -1.396
O 0.081 -3.395 1.927
C -0.311 0.572 -0.150
C 0.143 -0.091 0.238
O 0.746 -1.805 0.923
H -0.070 0.564 0.506
H -0.282 0.257 0.098
H 0.344 0.420 -0.395
H -0.251 -0.097 -0.066
O 2.394 -1.663 0.056
S 0.800 -1.058 1.143
O -0.629 1.252 -2.711
O -1.508 1.360 0.796
C 0.611 -0.151 0.023
C -0.266 -0.892 -0.373
O -1.229 1.088 0.796
H 0.188 -0.297 -0.159
H 0.273 0.072 0.162
H -0.304 0.099 0.007
H -0.210 0.084 0.251
O 0.560 -1.353 -0.101
S 1.541 -0.773 0.286
O 1.256 1.099 -1.511
O -2.114 1.506 0.901
C 0.845 -0.124 0.132
C -0.022 -2.059 -0.327
O -1.380 0.393 -0.204
H 0.049 0.003 0.341
H -0.123 0.245 0.090
H -0.525 0.801 -0.038
H -0.059 0.306 0.528
O -0.350 1.920 2.127
S -0.760 0.516 1.765
O 1.496 0.794 -3.111
O 0.003 -1.419 -0.795
C 0.098 0.383 1.112
C -1.196 -1.037 0.686
O -0.276 -1.328 -1.508
H 0.211 0.510 -0.211
H 0.545 -0.610 -0.091
H 0.025 -0.339 -0.207
H 0.273 0.630 0.370
C -1.466 0.139 0.242
N 0.946 0.189 -2.033
C 1.669 -1.394 0.563
C -1.136 0.471 -1.671
O -0.202 -0.173 1.556
H 0.365 -0.362 -0.375
H -0.383 0.230 0.590
H 0.484 -0.056 -0.148
H -0.281 0.391 0.293
H -0.016 0.251 0.589
H 0.001 0.256 -0.346
H 0.030 0.046 0.732
C 0.433 0.379 -1.031
N -0.013 0.342 1.304
C -1.334 0.407 3.771
C 0.488 0.037 -0.549
O -0.273 -1.554 -3.570
H -0.088 -0.115 -0.162
H 0.087 0.498 -0.105
H 0.205 -0.111 0.426
H 0.536 0.150 -0.287
H -0.405 -0.042 0.087
H 0.155 0.011 0.091
H -0.025 0.272 0.294
C -0.705 1.633 -0.329
N 0.152 0.122 0.638
C -0.001 -1.020 -1.605
C 0.573 1.305 -0.461
O -0.234 -0.158 0.930
H -0.377 0.131 0.019
H 0.221 -0.793 -0.813
H 0.675 -0.634 0.575
H 0.297 -0.211 0.135
H -0.174 -0.437 0.210
H -0.437 -0.005 0.340
H 0.102 -0.182 0.076
C -0.596 0.690 -0.084
N -1.625 0.093 -0.715
C 1.768 1.422 0.521
C -0.605 -0.708 0.362
O 0.144 -0.847 0.370
H 0.306 -0.201 -0.110
H 0.417 0.083 -0.015
H 0.129 -0.661 0.278
H 0.121 -0.615 0.168
H 0.352 -0.025 -0.171
H -0.269 0.285 -0.040
H -0.095 0.406 -0.543
C 0.374 -0.238 -1.057
N -0.573 -0.332 0.592
C -1.640 0.676 0.147
C 0.003 -0.749 0.306
O 1.402 -0.073 -0.851
H 0.311 0.535 0.215
H -0.434 0.270 0.641
H -0.336 -0.238 -0.340
H 0.028 0.152 -0.531
H 0.610 -0.398 -0.013
H 0.083 -0.105 0.384
H 0.065 0.439 0.244

For the LUMO energy, the calculation gives -0.001 Eh. As for the electronic energy: -139625.1553 eV. As for the HOMO energy: -9.21 eV. The total charge is 0. The calculation puts the orbital gap at 9.18 eV. The maximum force is 5.046 eV Å⁻¹. For the relative energy (zero: lowest compared OMol25 entry of this formula, charge and spin), the calculation gives 2.778 eV. Its SMILES is O=S1(=O)OCCO1.O=S1(=O)OCCO1.O=S1(=O)OCCO1.O=S1(=O)OCCO1.O=S1(=O)OCCO1.CNC(C)=O.CNC(C)=O.CNC(C)=O.CNC(C)=O.CNC(C)=O.

Löwdin atomic charge list, values in e, 8 entries: atom 1 (O): -0.24, atom 2 (S): 0.77, atom 3 (O): -0.23, atom 4 (O): -0.22, atom 5 (C): -0.24, atom 6 (C): -0.23, atom 7 (O): -0.16, atom 8 (H): 0.13